DFT (ωB97M-V with the def2-TZVPD basis set) results for a molecular structure, C10H13ClHfO3S in a non-equilibrium geometry.

Relative energy (zero: lowest compared OMol25 entry of this formula, charge and spin)   4.339 eV
Energy   -41369.1188 eV
Net charge   +2
HOMO level (alpha / beta)   -14.747 / -14.747 eV
E_LUMO (alpha / beta)   -9.7 / -9.7 eV
2S+1   1

Element x y z (Å)
Cl -2.072 3.143 -1.876
C -0.870 -1.989 -1.096
C 0.552 -2.157 -0.934
C 1.186 -1.137 -1.682
H 1.034 -2.995 -0.458
C 0.223 -0.345 -2.347
C -1.044 -0.859 -1.967
H -1.975 -0.494 -2.383
H -1.621 -2.688 -0.802
H 2.259 -1.056 -1.875
C 0.477 0.762 -3.309
Hf -0.142 0.006 -0.032
C 1.939 0.996 0.878
O 2.741 1.543 1.521
C -1.904 1.799 0.235
O -2.632 2.289 1.007
H 1.421 1.279 -3.110
H -0.311 1.522 -3.257
H 0.535 0.413 -4.346
C -1.054 0.078 3.865
S -0.132 -1.276 3.123
C -1.202 -2.621 3.585
O -0.596 -1.130 1.508
H -0.844 -0.013 4.955
H -2.145 0.037 3.690
H -0.651 1.046 3.541
H -2.261 -2.473 3.327
H -0.810 -3.524 3.089
H -1.083 -2.760 4.677

Forces on atoms 1 to 2 (eV/Å):
0.717 -1.486 1.392
1.823 0.144 -1.264